Molecular formula: C3H2O
Method: DFT, ωB97M-V/def2-TZVPD

CARTESIAN COORDINATES (ANGSTROEM)
C -1.11404 0.19440 -0.14514
H -1.18780 1.32445 0.16027
C 1.50756 -0.33933 -0.09685
H 2.53538 -0.41075 0.43315
O -2.06528 -0.57950 -0.04710
C 0.32419 -0.18926 -0.30432

- ΔE to the lowest compared entry with this formula, charge and spin (kcal/mol) = 13.0
- HOMO (eV) = -10.77
- spin multiplicity = 1
- energy (Eh) = -190.64180

=====

Molecular formula: C3H2O2S
Method: DFT, ωB97M-V/def2-TZVPD

CARTESIAN COORDINATES (ANGSTROEM)
H 2.19272 0.48942 0.41653
H 0.77854 0.92908 -0.97979
S 2.34885 -0.75984 3.08357
O -0.06589 1.51308 1.81859
C 1.26417 0.74688 -0.05690
C 1.19939 -1.75085 3.34733
C 0.58471 1.23631 0.91620
O 0.31717 -2.49169 3.44145

- ΔE to the lowest compared entry with this formula, charge and spin (kcal/mol) = 10.7
- HOMO (eV) = -9.45
- spin multiplicity = 1
- energy (Eh) = -664.14901

=====

Molecular formula: C3H2O3
Method: DFT, ωB97M-V/def2-TZVPD

CARTESIAN COORDINATES (ANGSTROEM)
C -0.39387 1.15895 0.34422
O -0.91175 2.15629 0.71812
H 0.13424 -1.01763 -1.35362
C 0.20164 -0.93498 0.29640
C 0.84572 -0.36230 -0.75569
O 0.45811 0.98868 -0.68724
O -0.58146 -0.08614 0.96344
H 0.20689 -1.98683 0.53794

- ΔE to the lowest compared entry with this formula, charge and spin (kcal/mol) = 54.8
- HOMO (eV) = -10.02
- spin multiplicity = 1
- energy (Eh) = -341.14942

=====

Molecular formula: C3H2O3
Method: DFT, ωB97M-V/def2-TZVPD

CARTESIAN COORDINATES (ANGSTROEM)
O 1.34388 -0.89101 0.70750
C -0.89520 0.44435 0.77362
O -2.03371 0.76891 0.98584
C -0.25371 0.27852 -0.60804
H -0.11324 0.15499 1.51053
H 1.54669 -0.92572 -1.29458
C 1.00111 -0.57758 -0.41050
O -0.59581 0.74753 -1.66436

- ΔE to the lowest compared entry with this formula, charge and spin (kcal/mol) = 43.3
- HOMO (eV) = -9.69
- spin multiplicity = 1
- energy (Eh) = -341.16779

=====

Molecular formula: C3H2O3
Method: DFT, ωB97M-V/def2-TZVPD

CARTESIAN COORDINATES (ANGSTROEM)
O -0.06345 0.69121 -0.50144
C -0.78205 0.20470 0.50232
C -0.77513 -0.02878 1.65003
H -1.08850 -0.00766 2.59775
O -1.88604 1.80681 -0.88841
H 0.58060 0.27789 -1.17123
O -0.40796 3.12278 -1.99162
C -1.04033 2.38043 -1.37490

- ΔE to the lowest compared entry with this formula, charge and spin (kcal/mol) = 86.9
- HOMO (eV) = -9.98
- spin multiplicity = 1
- energy (Eh) = -341.09826

=====

Molecular formula: C3H2O3
Method: DFT, ωB97M-V/def2-TZVPD

CARTESIAN COORDINATES (ANGSTROEM)
H -1.82234 0.71798 1.56311
C 0.18384 -0.78987 -0.33876
O 0.98418 1.50963 -1.21995
O 1.40089 -0.32145 0.26262
O -0.91740 -0.68129 0.56439
C 0.76113 0.50985 -0.62073
H 0.21460 -1.72821 -0.88774
C -1.02030 0.59663 0.82370

- ΔE to the lowest compared entry with this formula, charge and spin (kcal/mol) = 110.5
- HOMO (eV) = -9.69
- spin multiplicity = 1
- energy (Eh) = -341.06078

=====

Molecular formula: C3H2O3
Method: DFT, ωB97M-V/def2-TZVPD

CARTESIAN COORDINATES (ANGSTROEM)
C 1.32296 -0.26962 0.22315
H 2.35266 -0.70620 0.04008
O -2.05043 -0.45298 0.28059
O -1.68177 1.71294 -0.44673
C 0.41252 0.05963 -0.89976
O 0.35850 -1.10295 -0.35049
C -1.89524 0.61894 -0.07253
H 1.18079 0.14023 1.22568

- ΔE to the lowest compared entry with this formula, charge and spin (kcal/mol) = 72.7
- HOMO (eV) = -10.15
- spin multiplicity = 1
- energy (Eh) = -341.12102

=====

Molecular formula: C3H2O3
Method: DFT, ωB97M-V/def2-TZVPD

CARTESIAN COORDINATES (ANGSTROEM)
C 0.69839 -0.71566 0.07410
O 1.96584 -1.37312 0.38286
C 0.32715 0.96315 0.84611
H 0.37775 -0.70491 -0.95272
O 0.46782 -2.65779 1.68923
C 0.87251 -1.84045 0.94953
O 0.79241 1.90370 1.47087
H -0.74028 0.97260 0.57261

- ΔE to the lowest compared entry with this formula, charge and spin (kcal/mol) = 28.8
- HOMO (spin up / spin down) (eV) = -6.87 / -11.27
- spin multiplicity = 3
- energy (Eh) = -340.98801